No. 1
The following is a DFT calculation (ωB97M-V with the def2-TZVPD basis set) of 15 unconnected molecules or ions with the total composition C21H30BCl42NO2.

XYZ file:
```
97
Properties=species:S:1:pos:R:3
C 3.45 0.11 -0.86
B 3.98 1.58 -0.69
N 5.11 1.99 -1.54
C 3.35 2.60 0.34
C 1.84 2.39 0.65
C 1.01 3.12 -0.42
C -0.48 2.73 -0.49
O -0.77 1.41 0.02
C -0.50 0.37 -0.82
C -0.54 -0.96 -0.10
O -0.25 0.51 -2.00
H 3.13 -0.34 0.10
H 2.59 0.09 -1.55
H 4.24 -0.53 -1.28
H 6.00 1.70 -1.15
H 5.13 3.00 -1.66
H 3.93 2.53 1.28
H 3.52 3.63 -0.02
H 1.60 2.79 1.65
H 1.61 1.32 0.66
H 1.03 4.20 -0.17
H 1.51 3.04 -1.39
H -1.07 3.41 0.14
H -0.86 2.83 -1.51
H 0.45 -1.23 0.28
H -0.90 -1.74 -0.79
H -1.22 -0.92 0.76
C 0.44 -4.24 2.10
Cl 0.11 -4.97 0.53
Cl 1.04 -5.46 3.23
Cl 1.59 -2.90 1.97
H -0.49 -3.84 2.48
C 4.21 6.81 -0.86
Cl 5.10 6.16 0.52
Cl 4.25 5.69 -2.23
Cl 2.55 7.19 -0.42
H 4.69 7.72 -1.17
C 0.43 2.01 -4.67
Cl 1.87 1.06 -4.29
Cl 0.44 3.53 -3.78
Cl 0.32 2.32 -6.41
H -0.44 1.45 -4.36
C -1.73 -0.92 4.48
Cl -3.12 -1.46 3.55
Cl -0.62 -2.26 4.77
Cl -0.91 0.42 3.68
H -2.08 -0.58 5.45
C 2.39 6.61 4.03
Cl 2.03 7.96 2.95
Cl 2.38 5.09 3.14
Cl 3.95 6.84 4.84
H 1.62 6.58 4.79
C -2.04 -0.41 -8.40
Cl -1.32 -2.02 -8.56
Cl -3.26 -0.14 -9.64
Cl -2.71 -0.18 -6.79
H -1.25 0.32 -8.53
C 5.05 -4.95 -0.91
Cl 5.08 -3.94 -2.35
Cl 3.85 -4.38 0.25
Cl 4.75 -6.65 -1.33
H 6.02 -4.89 -0.44
C -2.33 4.29 -9.13
Cl -2.79 4.36 -7.43
Cl -1.39 2.83 -9.47
Cl -3.74 4.37 -10.18
H -1.70 5.14 -9.35
C -0.15 -3.54 -4.64
Cl -1.63 -4.33 -5.19
Cl -0.19 -1.82 -4.98
Cl 0.11 -3.83 -2.92
H 0.68 -3.98 -5.18
C -2.83 -5.64 6.26
Cl -3.86 -4.22 6.03
Cl -1.35 -5.48 5.32
Cl -2.48 -5.88 7.97
H -3.36 -6.51 5.90
C -6.99 -2.69 2.72
Cl -8.39 -3.23 1.80
Cl -5.89 -4.03 3.04
Cl -6.16 -1.37 1.88
H -7.34 -2.31 3.67
C -2.44 0.61 8.70
Cl -2.22 1.84 7.46
Cl -2.62 -0.99 7.95
Cl -1.11 0.62 9.85
H -3.36 0.83 9.23
C 4.21 -7.81 2.16
Cl 5.48 -6.66 2.60
Cl 4.91 -9.35 1.67
Cl 3.07 -8.02 3.49
H 3.67 -7.40 1.32
C -7.70 2.16 0.43
Cl -9.17 1.62 -0.40
Cl -7.47 3.89 0.22
Cl -7.74 1.72 2.13
H -6.86 1.65 -0.03
```

Summary:
Molecular weight ... 1828.3 g/mol
Multiplicity ... 1
Orbital gap ... 0.34542 Ha
HOMO ... -9.28 eV
Net charge ... 0


No. 2
The following is a DFT calculation (ωB97M-V with the def2-TZVPD basis set) of 5 unconnected molecules or ions with the total composition C21H30Br2F3NO14.

XYZ file:
```
71
Properties=species:S:1:pos:R:3
O 5.28 -3.72 0.45
C 5.16 -4.58 -0.34
O 6.20 -4.95 -1.18
N 4.01 -5.41 -0.45
C 3.33 -5.26 -1.74
C 1.94 -5.90 -1.66
C 0.92 -5.25 -2.57
F 1.46 -5.13 -3.83
Br -0.65 -6.38 -2.72
C 0.45 -3.81 -2.20
F 1.38 -2.94 -2.64
F -0.68 -3.49 -2.85
Br 0.18 -3.53 -0.32
H 6.28 -4.33 -1.92
H 4.32 -6.38 -0.35
H 3.25 -4.19 -1.95
H 3.90 -5.71 -2.56
H 1.99 -6.95 -1.97
H 1.59 -5.88 -0.63
C -3.60 0.88 -0.38
C -2.22 1.03 0.21
C -1.07 0.96 -0.77
O -0.02 0.39 0.02
C -0.59 -0.31 1.03
O 0.01 -1.05 1.76
O -1.91 -0.07 1.09
H -4.36 1.01 0.39
H -3.76 1.64 -1.15
H -3.71 -0.11 -0.83
H -2.16 1.94 0.81
H -0.75 1.92 -1.15
H -1.29 0.28 -1.60
C 1.40 4.55 1.54
C 0.02 5.11 1.29
C -0.49 6.06 2.36
O -1.91 5.83 2.33
C -2.12 4.59 1.85
O -3.17 4.02 1.86
O -0.98 4.07 1.36
H 1.72 3.91 0.72
H 2.11 5.37 1.65
H 1.40 3.97 2.47
H -0.05 5.57 0.30
H -0.29 7.11 2.16
H -0.11 5.79 3.34
C -0.61 -4.38 -6.41
C -1.79 -3.48 -6.68
C -2.78 -3.35 -5.53
O -4.02 -3.17 -6.21
C -3.92 -3.70 -7.45
O -4.83 -3.86 -8.19
O -2.63 -4.04 -7.71
H 0.08 -4.38 -7.24
H -0.08 -4.02 -5.52
H -0.95 -5.40 -6.23
H -1.47 -2.50 -7.02
H -2.59 -2.51 -4.88
H -2.83 -4.27 -4.94
C -0.03 5.45 8.74
C 0.01 5.51 7.24
C 0.44 4.23 6.54
O 1.10 4.73 5.37
C 1.53 5.99 5.62
O 2.26 6.60 4.91
O 1.02 6.43 6.79
H -0.40 6.39 9.16
H -0.70 4.65 9.06
H 0.97 5.26 9.13
H -0.95 5.86 6.83
H -0.38 3.59 6.24
H 1.16 3.67 7.13
```

Summary:
Molecular weight ... 737.3 g/mol
Multiplicity ... 1
SMILES ... O=C(O)NCC[C@@](F)(Br)C(F)(F)Br.C[C@@H]1COC(=O)O1.C[C@@H]1COC(=O)O1.C[C@@H]1COC(=O)O1.C[C@@H]1COC(=O)O1
Orbital gap ... 0.38956 Ha
HOMO ... -10.27 eV
Net charge ... 0


No. 3
The following is a DFT calculation (ωB97M-V with the def2-TZVPD basis set) of 4 unconnected molecules or ions with the total composition C21H30BrNO11S3 in a non-equilibrium geometry.

XYZ file:
```
67
Properties=species:S:1:pos:R:3
O -3.27 7.54 -2.45
N -4.25 6.96 -2.18
O -5.37 7.55 -2.78
C -5.88 6.63 -3.78
C -6.25 5.26 -3.15
C -6.20 4.12 -3.83
C -6.55 2.82 -3.08
O -7.21 1.95 -3.55
C -6.01 2.76 -1.63
C -5.41 1.48 -1.04
C -4.01 1.30 -1.71
O -3.85 1.49 -2.85
Br -2.46 0.77 -0.61
C -6.10 3.90 -0.96
C -6.68 5.14 -1.67
O -7.42 5.91 -1.17
H -6.74 7.09 -4.29
H -5.02 6.43 -4.45
H -5.88 4.10 -4.88
H -5.21 1.67 0.03
H -6.03 0.58 -1.21
H -5.77 4.01 0.09
O -2.36 -2.55 0.55
S -1.32 -3.55 0.63
O -1.14 -4.37 1.80
C -1.44 -4.61 -0.80
C -0.58 -3.93 -1.86
C 0.68 -3.46 -1.12
C 0.24 -2.79 0.18
H -2.49 -4.72 -1.10
H -1.03 -5.59 -0.53
H -0.35 -4.60 -2.68
H -1.11 -3.06 -2.26
H 1.31 -4.33 -0.89
H 1.28 -2.78 -1.73
H 0.96 -2.94 0.98
H 0.06 -1.72 0.04
O 1.16 0.20 0.53
S 2.47 0.05 -0.06
O 2.79 -1.05 -0.93
C 2.90 1.58 -0.87
C 3.58 2.40 0.22
C 4.50 1.43 0.96
C 3.70 0.16 1.24
H 2.01 2.05 -1.27
H 3.60 1.34 -1.68
H 4.14 3.24 -0.20
H 2.83 2.80 0.91
H 5.36 1.19 0.33
H 4.89 1.86 1.89
H 4.32 -0.73 1.22
H 3.18 0.22 2.19
O 5.38 -0.97 3.52
S 5.76 -2.17 4.23
O 6.65 -2.13 5.36
C 4.28 -3.06 4.67
C 4.01 -3.96 3.47
C 5.37 -4.53 3.06
C 6.37 -3.37 3.04
H 3.47 -2.36 4.88
H 4.50 -3.65 5.56
H 3.29 -4.75 3.72
H 3.59 -3.37 2.65
H 5.69 -5.28 3.80
H 5.32 -5.03 2.09
H 7.37 -3.69 3.33
H 6.40 -2.89 2.06
```

Summary:
Molecular weight ... 648.6 g/mol
Multiplicity ... 1
SMILES ... O=NOCC1=CC(=O)C(CC(=O)Br)=CC1=O.O=S1(=O)CCCC1.O=S1(=O)CCCC1.O=S1(=O)CCCC1
Orbital gap ... 0.33887 Ha
HOMO ... -9.87 eV
Net charge ... 0


No. 4
The following is a DFT calculation (ωB97M-V with the def2-TZVPD basis set) of a molecular structure, C21H30Cl3N2OSSi3Zr.

XYZ file:
```
62
Properties=species:S:1:pos:R:3
Zr 0.01 0.20 -0.26
Cl 5.57 0.61 4.58
C 4.46 0.29 3.30
C 3.25 0.97 3.26
C 2.41 0.68 2.21
Cl 0.84 1.47 2.07
C 2.69 -0.24 1.21
O 1.80 -0.45 0.24
C 3.91 -0.90 1.29
Cl 4.30 -2.06 0.08
C 4.79 -0.64 2.32
H 2.99 1.70 4.02
H 5.74 -1.16 2.37
C 0.20 -2.26 -2.45
Si -0.69 -2.92 -0.92
C 0.58 -3.90 0.03
C -2.07 -4.07 -1.45
C -1.37 -1.43 0.06
Si -1.55 -1.85 1.92
C 0.12 -1.98 2.78
C -2.47 -3.46 2.15
C -2.50 -0.50 2.83
Si -2.98 -0.77 -0.62
C -4.56 -1.58 -0.05
C -3.06 -0.62 -2.49
C -2.97 1.06 -0.03
C -4.11 1.84 0.10
C -4.02 3.17 0.47
C -2.76 3.72 0.70
C -1.66 2.91 0.56
N -1.75 1.61 0.23
H 0.58 -3.12 -3.00
H 1.08 -1.65 -2.22
H -0.44 -1.69 -3.12
H 0.87 -4.75 -0.59
H 0.23 -4.29 0.98
H 1.49 -3.31 0.21
H -1.64 -4.89 -2.02
H -2.82 -3.60 -2.08
H -2.57 -4.50 -0.58
H 0.06 -2.76 3.54
H 0.36 -1.05 3.31
H 0.94 -2.23 2.12
H -1.90 -4.31 1.77
H -3.45 -3.47 1.67
H -2.62 -3.62 3.22
H -1.95 0.45 2.85
H -2.62 -0.82 3.86
H -3.49 -0.29 2.43
H -4.58 -2.61 -0.39
H -5.41 -1.07 -0.50
H -4.69 -1.58 1.03
H -3.05 -1.60 -2.98
H -2.25 -0.02 -2.91
H -4.00 -0.13 -2.76
H -5.08 1.39 -0.10
H -4.91 3.77 0.57
H -2.64 4.75 0.98
H -0.66 3.30 0.72
S -0.07 1.93 -4.73
C 0.04 1.42 -3.26
N 0.13 1.02 -2.13
```

Summary:
Molecular weight ... 640.4 g/mol
Multiplicity ... 1
Orbital gap ... 0.29284 Ha
HOMO ... -11.61 eV
Relative energy (zero: lowest compared OMol25 entry of this formula, charge and spin) ... 0.00 kJ/mol
Net charge ... +1


Which formula does entry 3 have?
C21H30BrNO11S3